Entry from the OMol25 dataset: an isolated molecule of C19H20ClN5O3S (wB97M-V/def2-TZVPD).

Summary:
E_LUMO	0.01413	hartree
HOMO-LUMO gap	8.480	eV
2S+1	1

XYZ file:
```
49
Properties=species:S:1:pos:R:3:forces:R:3
C -1.2685 -4.4292 -0.3773 0.261 0.374 0.109
C -1.0765 -2.9924 0.0680 -0.656 -0.028 -0.003
O 0.3147 -2.6796 -0.0028 0.305 -0.110 -0.074
C 0.6378 -1.4049 0.2131 -0.123 0.297 0.077
O -0.2081 -0.5583 0.4634 -0.039 -0.215 0.004
C 2.0597 -1.1037 0.1157 0.216 0.424 0.049
C 2.4944 0.2058 0.2325 0.253 -0.283 -0.100
N 1.6869 1.2949 0.4542 -0.412 -0.237 0.045
C 2.1665 2.5558 0.4345 -0.392 0.288 0.007
O 3.3413 2.8183 0.2891 -0.012 0.378 0.084
C 1.1057 3.6503 0.6352 0.860 0.166 0.201
N -0.1677 3.2789 0.1119 -0.952 -0.198 -0.088
N -0.6875 3.7614 -0.9913 0.827 0.741 -0.299
N -1.7865 3.1357 -1.1999 -0.666 -0.274 -0.234
C -1.9311 2.2430 -0.1949 0.934 0.470 0.253
C -3.0128 1.2905 -0.0849 -0.434 -0.394 0.077
C -3.0494 0.3974 0.9840 -0.045 0.145 -0.202
C -4.0506 -0.5498 1.0590 -0.101 -0.039 -0.016
C -5.0177 -0.5989 0.0656 0.173 0.178 -0.041
Cl -6.2629 -1.7950 0.1524 -0.145 -0.139 0.012
C -5.0001 0.2922 -0.9973 -0.080 -0.117 0.053
C -3.9951 1.2364 -1.0713 0.186 0.024 0.183
N -0.9078 2.3316 0.6506 -0.475 -0.216 0.208
S 4.1892 0.3692 0.0468 -0.092 -0.680 -0.054
C 4.3478 -1.3549 -0.1759 -0.395 0.090 0.066
C 5.6976 -1.9585 -0.4053 0.125 -0.002 -0.018
C 6.8163 -0.9249 -0.4007 -0.007 -0.224 -0.028
C 3.1503 -2.0018 -0.1192 0.201 0.132 -0.001
C 2.9849 -3.4773 -0.2771 0.097 0.006 -0.021
H -0.7077 -5.1008 0.2672 0.016 -0.125 0.048
H -0.9197 -4.5554 -1.3986 -0.002 -0.055 -0.109
H -2.3226 -4.6855 -0.3285 -0.107 -0.044 0.003
H -1.6320 -2.2954 -0.5705 0.079 -0.104 0.141
H -1.4186 -2.8452 1.0989 0.033 0.023 -0.146
H 0.6928 1.0606 0.6002 0.382 0.177 -0.049
H 1.0166 3.8407 1.7097 -0.042 0.035 -0.171
H 1.4393 4.5567 0.1270 -0.058 -0.183 0.077
H -2.2769 0.4446 1.7335 0.063 -0.047 0.088
H -4.0855 -1.2505 1.8786 -0.023 -0.064 0.066
H -5.7629 0.2399 -1.7582 -0.070 -0.023 -0.046
H -3.9532 1.9356 -1.8918 -0.025 0.042 -0.093
H 5.6952 -2.4836 -1.3658 0.029 -0.049 0.073
H 5.8917 -2.7035 0.3731 0.007 -0.028 -0.087
H 6.6574 -0.1873 -1.1837 0.075 0.100 -0.085
H 7.7755 -1.4084 -0.5695 0.087 0.040 -0.006
H 6.8528 -0.4065 0.5545 0.093 0.078 0.088
H 2.4849 -3.8942 0.5946 -0.006 -0.130 0.003
H 2.3657 -3.6949 -1.1450 -0.013 -0.128 -0.032
H 3.9486 -3.9619 -0.3991 0.072 -0.074 -0.013
```
Forces are in eV/Å.


Entry from the OMol25 dataset: a structure of composition C19H20CoN4O6 (wB97M-V/def2-TZVPD).

Summary:
energy relative to the best compared isomer or geometry (same formula, charge and spin)	9.1	kJ/mol
E_LUMO (alpha / beta)	-0.20767 / -0.21011	hartree
HOMO-LUMO gap (alpha / beta)	6.249 / 6.180	eV
charge	+1
2S+1	1

XYZ file:
```
50
Properties=species:S:1:pos:R:3:forces:R:3
Co -1.7417 1.6863 0.5803 0.324 -0.544 -0.116
O -1.8331 -3.8028 2.8151 0.001 -0.019 0.005
C -1.8941 -2.6902 2.4046 0.003 0.077 -0.023
C -2.3824 -2.2581 0.9888 0.010 0.144 -0.003
O -2.8004 -2.9653 0.1210 0.005 -0.050 -0.024
C -2.2079 -0.7859 0.9978 0.258 -0.315 0.727
C -1.6506 -0.3187 2.1719 -0.211 -0.554 -0.368
O -1.3853 0.9489 2.2253 -0.033 0.521 -0.170
C -1.4458 -1.4056 3.1644 0.007 0.046 -0.091
O -1.0347 -1.3400 4.2837 0.006 -0.009 0.034
O -2.4913 0.1055 0.0873 0.002 0.806 -0.171
C 1.7722 -2.0849 2.4159 -0.017 -0.005 -0.013
C 2.7841 -1.2105 1.6946 -0.004 -0.008 0.001
N 2.9946 -1.6281 0.3120 -0.008 0.035 -0.007
C 3.6739 -2.9129 0.0895 -0.011 -0.014 0.002
C 2.7394 -3.9805 -0.4573 0.003 0.003 0.004
C 2.7723 -0.8689 -0.7757 0.013 -0.051 0.035
O 3.1388 -1.1665 -1.9007 -0.018 0.014 -0.011
C 2.0078 0.4337 -0.6582 0.034 0.044 -0.021
C 2.5128 1.5273 -1.3533 -0.007 -0.010 0.013
C 1.7743 2.6944 -1.4162 -0.017 0.005 0.015
C 0.5242 2.7232 -0.8335 -0.025 0.084 0.027
N 0.0268 1.6661 -0.1766 -0.230 -0.052 0.045
C 0.7616 0.5486 -0.0746 -0.077 -0.096 -0.010
H 1.5848 -1.7164 3.4235 0.005 0.004 0.003
H 2.1190 -3.1151 2.4930 -0.001 0.003 0.001
H 0.8276 -2.1034 1.8657 0.001 -0.007 0.009
H 3.7466 -1.2517 2.2105 0.004 0.006 0.002
H 2.4759 -0.1665 1.7091 -0.002 0.004 0.003
H 4.0949 -3.2176 1.0476 0.004 0.005 -0.002
H 4.4978 -2.7440 -0.6032 0.003 0.003 0.000
H 1.9141 -4.1750 0.2288 0.002 0.001 -0.003
H 3.2862 -4.9121 -0.6018 -0.004 0.001 -0.003
H 2.3343 -3.6738 -1.4205 -0.001 -0.002 0.002
H 3.4677 1.4358 -1.8536 0.000 0.001 -0.002
H 2.1397 3.5681 -1.9358 -0.003 0.000 0.004
H -0.1010 3.6012 -0.9002 -0.020 0.005 0.002
H 0.3140 -0.2827 0.4574 -0.019 -0.007 0.018
C -3.3495 1.2240 -2.6207 0.013 0.002 0.013
C -3.1967 2.5253 -1.9205 0.027 -0.018 -0.124
N -2.5479 2.7868 -0.7948 -0.005 -0.027 0.135
C -2.6745 4.1491 -0.5471 -0.063 0.016 0.015
C -3.4059 4.7069 -1.5373 0.015 -0.014 0.010
N -3.7210 3.6737 -2.3868 0.035 -0.008 0.019
H -2.6819 0.4796 -2.2018 0.006 0.001 0.006
H -3.1329 1.3435 -3.6821 -0.011 0.004 -0.002
H -4.3715 0.8566 -2.5190 0.010 -0.016 0.019
H -2.2519 4.6224 0.3247 0.002 -0.004 0.001
H -3.7249 5.7194 -1.7056 -0.003 -0.004 -0.004
H -4.2583 3.7508 -3.2355 -0.004 -0.002 -0.002
```
Forces are in eV/Å.


Entry from the OMol25 dataset: an isolated molecule of C19H20N2O2S (wB97M-V/def2-TZVPD).

Summary:
energy relative to the best compared isomer or geometry (same formula, charge and spin)	129.9	kJ/mol
E_LUMO	0.02715	hartree
HOMO-LUMO gap	9.204	eV
2S+1	1

XYZ file:
```
44
Properties=species:S:1:pos:R:3:forces:R:3
C -3.2350 -3.0690 0.2671 0.024 0.371 0.067
C -2.7636 -1.6979 0.7540 -0.062 -0.340 0.335
O -3.3129 -0.7242 -0.1041 -0.049 0.051 -0.117
C -3.1497 0.5982 0.2091 -0.083 0.259 -0.040
C -2.3756 1.0791 1.2579 0.002 -0.375 -0.013
C -2.2708 2.4464 1.4591 -0.039 0.146 -0.047
C -2.9258 3.3373 0.6298 0.070 0.115 0.103
C -3.6975 2.8557 -0.4164 -0.004 -0.046 -0.018
C -3.8103 1.4973 -0.6285 0.046 -0.231 0.021
C -1.2341 -1.7163 0.8336 -0.403 0.054 0.255
O -0.6846 -2.0657 1.8634 -0.543 -0.070 0.145
N -0.5180 -1.4022 -0.2665 0.242 0.003 -0.027
C -0.9473 -0.9841 -1.5928 -0.303 0.276 -0.563
C 0.3833 -0.9966 -2.3836 -0.295 -0.026 -0.153
N 1.4189 -1.2833 -1.4224 0.437 -0.139 0.396
C 0.8873 -1.4916 -0.2881 0.201 0.021 -0.529
S 1.7323 -1.8806 1.1580 1.037 -0.276 0.537
C 3.4494 -1.6916 0.5127 -0.685 -0.066 -0.029
C 3.8027 -0.2507 0.3553 0.133 0.136 -0.052
C 3.9890 0.3036 -0.9039 0.094 -0.018 0.039
C 4.2955 1.6467 -1.0372 0.041 0.083 -0.052
C 4.4150 2.4493 0.0843 -0.001 0.100 -0.038
C 4.2254 1.9037 1.3433 0.009 0.048 0.102
C 3.9202 0.5622 1.4775 0.039 -0.017 -0.087
H -4.3213 -3.0927 0.2518 -0.070 -0.015 0.009
H -2.8654 -3.8383 0.9390 0.033 -0.059 0.042
H -2.8696 -3.2649 -0.7377 0.038 -0.042 -0.102
H -3.1226 -1.5432 1.7831 0.191 0.037 -0.192
H -1.8481 0.4090 1.9186 0.033 -0.065 0.094
H -1.6651 2.8102 2.2755 0.052 0.026 0.065
H -2.8366 4.3999 0.7952 0.011 0.090 0.017
H -4.2142 3.5419 -1.0706 -0.047 0.050 -0.058
H -4.4054 1.1023 -1.4372 -0.079 -0.044 -0.094
H -1.3757 0.0205 -1.5558 -0.006 -0.153 -0.024
H -1.6883 -1.6717 -2.0017 0.023 0.104 0.024
H 0.4010 -1.7666 -3.1605 -0.086 0.100 -0.018
H 0.5931 -0.0341 -2.8553 -0.135 -0.056 -0.053
H 3.5007 -2.2285 -0.4308 0.154 -0.043 0.022
H 4.0698 -2.1778 1.2652 -0.028 -0.059 -0.015
H 3.8836 -0.3205 -1.7778 -0.022 -0.061 -0.051
H 4.4401 2.0690 -2.0212 0.014 0.034 -0.078
H 4.6531 3.4977 -0.0214 0.017 0.079 -0.008
H 4.3149 2.5260 2.2219 0.014 0.048 0.070
H 3.7625 0.1358 2.4581 -0.014 -0.027 0.119
```
Forces are in eV/Å.


Entry from the OMol25 dataset: an isolated molecule of C19H20N2O3 (wB97M-V/def2-TZVPD).

Summary:
energy relative to the best compared isomer or geometry (same formula, charge and spin)	931.0	kJ/mol
E_LUMO	-0.07621	hartree
HOMO-LUMO gap	4.589	eV
2S+1	1

XYZ file:
```
44
Properties=species:S:1:pos:R:3:forces:R:3
C 0.4082 0.3233 -1.0358 0.886 -0.232 -2.719
C -0.7352 -0.1045 -2.0011 -0.541 -1.008 -1.773
O -0.5533 -1.0685 -2.7498 0.026 1.061 1.523
C -1.8664 0.8042 -2.0420 0.242 -0.535 -0.669
C -1.4386 2.1486 -2.3713 -2.548 0.472 -1.523
C -2.5334 3.1585 -2.3916 0.294 -0.402 -0.558
C -3.8096 2.8189 -2.0487 0.415 0.167 0.244
C -4.1431 1.4817 -1.7317 -0.611 -0.742 0.042
C -3.1941 0.4698 -1.8301 -0.076 0.449 0.330
N 0.5838 1.7974 -1.1811 0.077 2.100 1.324
O 1.6738 2.3451 -1.0414 -1.785 -1.237 -1.163
O -0.5093 2.5982 -1.2885 3.824 -0.372 2.075
H 1.3096 -0.1338 -1.4803 -0.074 0.426 0.169
H -0.7858 2.2287 -3.2645 -0.128 0.080 0.449
H -2.2453 4.1554 -2.7188 -0.213 -0.126 0.147
H -4.5938 3.5845 -2.0111 0.362 -0.298 -0.079
H -5.1623 1.2438 -1.4204 0.298 0.026 -0.287
H -3.4259 -0.5845 -1.6819 -0.153 0.284 0.147
C -0.1276 -3.3543 2.0912 -0.208 0.333 -0.002
C -0.8760 -3.5929 0.7688 0.333 0.072 -0.196
C -0.8665 -2.2326 0.0496 -0.608 -0.390 0.010
N 0.2793 -1.5262 0.5718 0.533 -0.271 -0.621
C 0.3857 -0.0968 0.3939 -0.364 -0.262 2.625
C 1.7182 0.3703 1.0137 -0.289 0.532 -0.794
C 2.8313 -0.4591 0.8711 0.221 -0.053 0.578
C 3.9983 -0.1759 1.5901 -0.478 0.350 -0.413
C 4.1198 1.0732 2.2151 0.030 -0.038 -0.293
C 3.1015 2.0234 2.0899 -0.269 -0.074 -0.163
C 1.8768 1.6696 1.5060 0.321 -0.753 0.809
C 0.7506 -2.1265 1.8207 0.643 -0.333 0.082
H -0.8138 -3.1652 2.9246 0.046 -0.073 -0.199
H 0.5247 -4.1865 2.3596 -0.275 -0.071 0.076
H -0.3197 -4.3010 0.1374 -0.197 0.060 0.271
H -1.8928 -3.9711 0.9041 0.194 0.003 -0.024
H -0.7762 -2.4046 -1.0259 -0.149 0.134 0.287
H -1.8054 -1.6821 0.2447 0.025 0.017 -0.034
H -0.5013 0.3440 0.9127 0.503 0.476 -0.241
H 2.7391 -1.3552 0.2501 0.082 0.221 0.447
H 4.7843 -0.9291 1.6312 -0.011 0.375 -0.055
H 5.0448 1.3245 2.7335 -0.258 -0.021 -0.082
H 3.2373 3.0503 2.4286 0.051 -0.337 0.114
H 1.0309 2.3561 1.4904 0.247 -0.056 0.094
H 0.8019 -1.4232 2.6725 -0.184 -0.201 -0.356
H 1.7754 -2.4959 1.6448 -0.238 0.250 0.402
```
Forces are in eV/Å.


> Which value of 2S+1 does entry 1 give?

1